[1]
Molecular formula: C4H4FeO5
Method: DFT, the ωB97M-V functional and the def2-TZVPD basis

Geometry as XYZ:
```
14
Properties=species:S:1:pos:R:3:forces:R:3:nbo_charge:R:1
O -1.102 -0.292 -0.427 1.083 0.083 1.788 -0.95
C -3.024 0.921 -1.756 -2.853 1.997 0.481 1.08
O -3.706 0.505 -2.601 2.085 -0.550 0.402 -0.44
O -2.777 1.634 -0.826 0.142 -0.752 -1.428 -0.61
H 2.380 -1.417 1.501 -0.247 0.074 -0.150 0.18
O 0.364 -1.020 1.411 -0.928 0.068 -0.246 -0.54
C 1.626 -1.145 0.752 0.105 -0.085 -0.022 -0.11
C 1.854 0.248 0.144 0.141 -0.020 -0.040 -0.11
O 0.721 0.992 0.591 -0.881 0.040 -0.271 -0.54
C -0.312 0.078 0.861 0.547 -0.672 -1.457 0.40
H 1.583 -1.930 -0.017 -0.057 0.214 0.202 0.18
H 1.890 0.216 -0.955 -0.101 0.025 0.286 0.18
H 2.763 0.739 0.516 -0.286 -0.082 -0.052 0.19
Fe -2.259 0.473 0.807 1.251 -0.340 0.506 1.08
```
Positions in Å, forces in eV/Å.

Calculated values
Largest force on an atom: 3.5 eV Å⁻¹
Multiplicity: 5
Energy above the lowest of the compared OMol25 structures with the same formula, charge and spin: 0.0 kcal per mole
HOMO (alpha / beta): -7.4 / -8.8 eV
Energy: -1794.5969 a.u.
Orbital gap (alpha / beta): 6.493 / 7.751 eV
Expectation value of S²: 6.0274
Charge: 0



[2]
Molecular formula: C43H37AlNO6SSi
Method: DFT, the ωB97M-V functional and the def2-TZVPD basis

Geometry as XYZ:
```
90
Properties=species:S:1:pos:R:3:forces:R:3:nbo_charge:R:1
Al 0.069 0.434 -0.126 -1.150 -1.751 -0.100 1.99
O 2.048 2.839 1.350 0.035 0.386 -0.247 -1.00
S 1.300 1.642 1.635 1.473 0.886 1.145 2.58
O 1.362 1.219 3.008 -0.099 -0.159 0.323 -1.00
O 1.768 0.525 0.691 -0.377 0.275 0.186 -1.10
O -0.139 1.767 1.158 0.192 -0.087 -0.031 -1.10
C -1.167 -2.128 3.093 -0.065 -0.023 0.145 -0.21
C -1.636 -3.299 2.519 0.003 -0.083 0.089 -0.23
C -1.600 -3.439 1.147 -0.002 -0.032 -0.225 -0.24
C -1.090 -2.411 0.345 0.064 0.269 0.734 -0.05
C -0.635 -1.201 0.904 0.012 0.211 -0.368 -0.49
C -0.698 -1.101 2.294 0.041 0.135 -0.008 -0.20
C -1.044 -2.526 -1.110 -0.043 -0.213 -0.686 0.22
C -1.398 -3.719 -1.800 0.000 -0.146 -0.197 -0.25
C -1.360 -3.751 -3.162 0.017 0.082 0.216 -0.14
C -1.020 -2.580 -3.872 0.124 0.293 0.216 -0.13
C -0.995 -2.504 -5.277 0.025 0.025 -0.212 -0.18
C -0.670 -1.331 -5.901 -0.093 -0.256 -0.170 -0.23
C -0.377 -0.185 -5.144 0.081 0.124 0.135 -0.20
C -0.380 -0.231 -3.778 -0.063 0.057 -0.219 -0.22
C -0.690 -1.430 -3.104 -0.083 -0.630 -0.901 0.24
N -0.673 -1.452 -1.765 -0.156 -0.295 0.514 -0.46
H -1.180 -2.018 4.168 -0.012 0.049 0.108 0.20
H -2.025 -4.098 3.139 -0.018 -0.020 -0.007 0.19
H -1.995 -4.350 0.714 0.045 -0.008 -0.037 0.19
H -0.353 -0.184 2.751 -0.014 -0.076 0.213 0.24
H -1.680 -4.602 -1.249 0.023 -0.040 0.032 0.21
H -1.587 -4.660 -3.706 -0.069 -0.029 -0.019 0.20
H -1.246 -3.389 -5.852 0.009 -0.011 -0.032 0.20
H -0.647 -1.280 -6.982 -0.028 0.001 -0.018 0.20
H -0.152 0.743 -5.651 0.010 0.095 -0.001 0.21
H -0.187 0.632 -3.170 0.052 0.230 -0.048 0.25
C 6.525 0.504 -5.575 -0.081 -0.037 0.050 -0.63
C 5.559 0.235 -4.461 -0.097 -0.007 0.113 0.04
C 5.448 -1.025 -3.885 -0.011 0.121 -0.058 -0.25
C 4.473 -1.305 -2.943 -0.132 0.104 -0.004 0.07
C 4.449 -2.672 -2.329 -0.046 -0.018 0.009 -0.65
C 3.548 -0.304 -2.578 0.285 0.273 -0.342 -0.15
C 2.408 -0.648 -1.737 -0.049 -0.183 0.139 0.48
O 1.414 0.044 -1.593 0.512 0.370 -0.477 -0.61
C 3.730 1.007 -3.064 0.035 -0.182 -0.035 0.10
C 2.897 2.151 -2.601 -0.180 0.133 0.095 -0.64
C 4.728 1.244 -4.000 0.002 -0.077 0.018 -0.24
H 7.362 -0.189 -5.556 0.082 -0.015 -0.008 0.21
H 6.897 1.526 -5.527 0.066 0.018 -0.039 0.22
H 6.005 0.380 -6.527 0.066 0.020 -0.076 0.22
H 6.133 -1.807 -4.185 0.045 -0.082 -0.009 0.20
H 5.265 -3.272 -2.724 -0.013 -0.062 -0.001 0.21
H 3.511 -3.182 -2.529 -0.084 -0.173 0.020 0.23
H 4.573 -2.592 -1.251 -0.018 -0.130 0.144 0.23
H 2.459 -1.626 -1.245 -0.138 0.012 0.176 0.15
H 1.940 2.143 -3.121 -0.053 0.062 0.003 0.24
H 3.405 3.091 -2.815 -0.021 0.021 -0.024 0.21
H 2.682 2.094 -1.534 0.041 0.078 -0.002 0.26
H 4.851 2.244 -4.395 -0.027 0.108 0.019 0.21
O -1.154 1.190 -1.144 0.314 0.230 0.190 -1.37
Si -2.358 2.085 -1.663 -0.541 0.329 -0.386 1.97
C -3.591 0.866 -2.455 0.357 0.564 0.138 -0.40
C -4.470 1.173 -3.484 -0.070 0.128 -0.068 -0.21
C -5.258 0.201 -4.074 -0.127 -0.032 -0.205 -0.23
C -5.169 -1.113 -3.647 -0.105 -0.042 -0.016 -0.22
C -4.336 -1.430 -2.588 -0.085 -0.199 0.052 -0.22
C -3.573 -0.445 -1.991 0.082 0.086 0.090 -0.21
C -3.344 3.136 -0.411 0.449 -0.372 -0.167 -0.50
C -4.460 3.883 -0.782 0.050 -0.091 -0.173 -0.13
C -5.146 4.657 0.137 -0.157 0.101 -0.095 -0.25
C -4.730 4.701 1.457 0.015 0.010 0.070 -0.22
C -3.627 3.959 1.844 -0.062 0.098 0.220 -0.20
C -2.943 3.187 0.921 0.107 -0.126 -0.042 -0.19
C -1.585 3.323 -2.904 -0.370 -0.405 0.321 -0.48
C -0.241 3.624 -2.700 -0.037 -0.117 0.156 -0.21
C 0.436 4.505 -3.523 0.150 0.173 -0.028 -0.21
C -0.224 5.119 -4.574 0.047 0.119 -0.036 -0.23
C -1.568 4.857 -4.775 -0.088 0.095 -0.188 -0.25
C -2.237 3.970 -3.948 -0.115 0.028 -0.049 -0.14
H -4.544 2.192 -3.833 -0.041 0.108 -0.153 0.19
H -5.932 0.464 -4.879 -0.023 0.017 -0.050 0.20
H -5.761 -1.880 -4.128 -0.043 -0.062 -0.017 0.20
H -4.274 -2.448 -2.228 -0.009 -0.082 0.030 0.21
H -2.927 -0.680 -1.162 0.066 -0.132 0.137 0.23
H -4.800 3.857 -1.808 -0.097 0.032 -0.153 0.19
H -6.010 5.231 -0.174 -0.044 0.023 -0.046 0.20
H -5.261 5.312 2.176 -0.006 -0.009 0.015 0.20
H -3.295 3.987 2.872 0.057 -0.016 0.084 0.21
H -2.077 2.619 1.222 0.094 -0.007 0.161 0.26
H 0.264 3.161 -1.864 0.139 0.002 0.035 0.23
H 1.477 4.731 -3.336 0.081 -0.011 0.023 0.21
H 0.294 5.818 -5.217 0.034 -0.008 -0.011 0.20
H -2.097 5.352 -5.579 -0.039 -0.006 -0.035 0.20
H -3.289 3.800 -4.124 -0.102 -0.038 -0.047 0.19
```
Positions in Å, forces in eV/Å.

Calculated values
Largest force on an atom: 2.1 eV Å⁻¹
HOMO: -5.7 eV
Energy: -3097.4767 a.u.
Orbital gap: 7.348 eV
Charge: -1



[3]
Molecular formula: C6H17N5O6
Method: DFT, the ωB97M-V functional and the def2-TZVPD basis

Geometry as XYZ:
```
34
Properties=species:S:1:pos:R:3:forces:R:3:nbo_charge:R:1
N 3.191 1.006 0.225 0.001 -0.266 0.108 -0.84
C 3.148 -0.450 0.071 -0.183 0.282 -0.202 -0.24
C 1.775 -1.011 -0.317 0.158 -0.047 0.138 0.05
O 1.365 -0.512 -1.583 0.103 0.001 0.020 -0.73
C 0.690 -0.662 0.717 0.316 -0.111 0.067 -0.09
O 0.070 0.597 0.432 -0.215 -0.155 0.136 -0.50
C -0.931 0.687 -0.452 -0.034 0.271 -0.140 1.00
O -1.299 1.753 -0.860 0.184 -0.381 0.004 -0.61
O -1.509 -0.469 -0.860 -0.305 0.212 0.142 -0.69
H 2.476 1.444 -0.346 0.055 0.026 0.027 0.37
H 3.010 1.261 1.188 -0.073 0.082 -0.080 0.36
H 3.474 -0.918 1.003 0.040 -0.028 -0.106 0.20
H 3.856 -0.748 -0.716 -0.025 -0.034 0.134 0.18
H 1.858 -2.108 -0.350 -0.032 0.079 -0.008 0.17
H 2.139 -0.473 -2.159 -0.159 -0.064 0.053 0.48
H -0.037 -1.467 0.841 0.046 0.139 -0.108 0.18
H 1.159 -0.546 1.697 -0.172 0.030 -0.124 0.22
H -1.647 -1.077 -0.123 0.285 -0.053 -0.078 0.49
C -0.744 -2.380 4.336 0.053 0.035 0.051 0.78
O -0.008 -1.998 3.439 -0.115 -0.022 -0.029 -0.69
N -2.092 -2.158 4.323 0.011 -0.036 -0.038 -0.84
N -0.273 -3.056 5.423 0.011 -0.025 -0.002 -0.84
H -2.710 -2.460 5.052 0.012 0.005 0.016 0.39
H -2.469 -1.644 3.549 0.004 0.028 0.009 0.41
H 0.714 -3.232 5.462 0.003 0.003 -0.008 0.41
H -0.855 -3.376 6.173 -0.012 0.009 -0.002 0.39
C -1.443 3.143 -4.880 0.007 -0.010 0.045 0.77
O -0.635 3.498 -5.723 -0.019 -0.010 -0.003 -0.67
N -2.783 3.413 -5.002 -0.027 0.000 -0.027 -0.86
N -1.094 2.457 -3.757 -0.040 -0.055 -0.140 -0.85
H -3.465 3.137 -4.322 0.022 -0.006 0.024 0.39
H -3.076 3.919 -5.816 0.017 0.005 -0.005 0.40
H -0.120 2.257 -3.628 0.009 0.029 0.031 0.40
H -1.737 2.175 -3.039 0.076 0.069 0.095 0.41
```
Positions in Å, forces in eV/Å.

Calculated values
Largest force on an atom: 0.4 eV Å⁻¹
HOMO: -9.3 eV
Energy: -964.1222 a.u.
Orbital gap: 9.406 eV
Charge: 0



Q: Among the records above, which one has the highest largest force on an atom?
A: C4H4FeO5



Q: Which formula does entry 2 have?
A: C43H37AlNO6SSi



Q: What is the formula in the second record?
A: C43H37AlNO6SSi